Computed, not measured: C64H64N8O4Ti as an isolated structure, with ωB97M-V with the def2-TZVPD basis set.

Computed properties:
Relative energy (zero: lowest compared OMol25 entry of this formula, charge and spin), kcal per mole: 26.70
HOMO, eV: -12.484
Net charge: +2

Cartesian coordinates (Å):
Ti  -0.542  0.621  -0.311
C  5.010  -4.178  -1.678
C  3.687  -4.959  -1.739
C  3.660  -5.950  -2.908
C  3.546  -5.749  -0.437
C  2.507  -3.992  -1.833
O  1.691  -3.889  -0.938
N  2.241  -3.244  -3.003
C  3.087  -2.376  -3.760
C  4.022  -2.837  -4.680
C  4.767  -1.951  -5.441
C  4.572  -0.582  -5.325
C  3.629  -0.109  -4.430
C  2.896  -0.990  -3.637
C  1.922  -0.423  -2.657
C  0.735  0.106  -3.125
C  0.269  -0.015  -4.474
C  -1.038  0.341  -4.488
C  -1.366  0.782  -3.173
N  -0.273  0.636  -2.332
C  -2.584  1.306  -2.768
C  -2.692  2.118  -1.645
C  -3.830  2.935  -1.358
C  -3.563  3.587  -0.202
C  -2.308  3.099  0.284
C  -1.860  3.272  1.576
C  -0.815  2.522  2.111
N  -0.118  1.509  1.462
C  0.785  1.035  2.408
C  1.789  0.104  2.166
C  2.099  -0.344  0.893
C  3.297  -1.047  0.579
C  3.385  -1.100  -0.769
C  2.207  -0.503  -1.298
N  1.405  -0.033  -0.273
C  2.661  -0.301  3.307
C  2.191  -1.235  4.224
C  2.965  -1.619  5.305
C  4.208  -1.028  5.482
C  4.676  -0.076  4.593
C  3.922  0.291  3.482
N  4.320  1.269  2.561
C  5.526  1.904  2.222
O  5.422  3.032  1.796
C  6.872  1.162  2.212
C  6.702  -0.325  1.891
C  7.696  1.806  1.087
C  7.632  1.374  3.541
C  0.621  1.726  3.635
C  -0.357  2.652  3.446
C  -2.672  4.127  2.500
C  -2.282  5.429  2.777
C  -3.040  6.226  3.622
C  -4.192  5.704  4.182
C  -4.610  4.413  3.894
C  -3.872  3.606  3.037
N  -4.243  2.308  2.596
C  -5.363  1.737  2.003
O  -5.123  0.873  1.165
C  -6.790  2.101  2.385
C  -7.098  3.531  1.911
C  -7.742  1.152  1.654
C  -6.991  1.904  3.894
N  -1.751  2.229  -0.645
C  -3.863  0.783  -3.342
C  -4.402  1.092  -4.581
C  -5.602  0.512  -4.983
C  -6.275  -0.368  -4.149
C  -5.750  -0.692  -2.903
C  -4.549  -0.134  -2.522
N  -3.963  -0.418  -1.221
C  -2.833  -1.073  -1.038
O  -2.021  -0.550  -0.171
C  -2.514  -2.425  -1.638
C  -1.139  -2.883  -1.156
C  -2.545  -2.458  -3.172
C  -3.603  -3.367  -1.078
H  5.837  -4.887  -1.627
H  5.049  -3.565  -0.775
H  5.183  -3.536  -2.540
H  4.558  -6.569  -2.878
H  3.602  -5.478  -3.883
H  2.797  -6.612  -2.820
H  4.388  -6.437  -0.350
H  2.623  -6.328  -0.422
H  3.544  -5.092  0.432
H  1.347  -2.805  -2.824
H  4.161  -3.897  -4.820
H  5.491  -2.339  -6.144
H  5.147  0.110  -5.926
H  3.469  0.957  -4.320
H  0.870  -0.368  -5.296
H  -1.715  0.342  -5.327
H  -4.695  3.032  -1.995
H  -4.174  4.309  0.315
H  3.995  -1.413  1.313
H  4.178  -1.513  -1.370
H  1.214  -1.678  4.068
H  2.601  -2.361  6.001
H  4.813  -1.289  6.340
H  5.616  0.416  4.781
H  3.566  1.845  2.210
H  6.169  -0.457  0.946
H  6.178  -0.879  2.668
H  7.688  -0.778  1.777
H  7.192  1.715  0.124
H  8.659  1.297  1.027
H  7.865  2.863  1.278
H  7.322  2.288  4.050
H  8.697  1.468  3.334
H  7.520  0.536  4.227
H  1.204  1.544  4.522
H  -0.733  3.378  4.150
H  -1.372  5.813  2.334
H  -2.729  7.237  3.843
H  -4.789  6.307  4.853
H  -5.522  4.054  4.340
H  -3.463  1.804  2.204
H  -7.087  3.573  0.819
H  -6.406  4.283  2.280
H  -8.100  3.807  2.242
H  -7.618  1.218  0.573
H  -8.768  1.424  1.901
H  -7.578  0.117  1.951
H  -6.276  2.441  4.511
H  -6.903  0.847  4.148
H  -7.994  2.231  4.170
H  -3.900  1.804  -5.223
H  -6.018  0.761  -5.949
H  -7.214  -0.802  -4.464
H  -6.266  -1.372  -2.239
H  -4.119  0.300  -0.506
H  -0.349  -2.170  -1.406
H  -0.883  -3.819  -1.648
H  -1.106  -3.052  -0.080
H  -1.794  -1.801  -3.605
H  -3.519  -2.207  -3.587
H  -2.309  -3.479  -3.473
H  -3.684  -3.291  0.007
H  -3.327  -4.391  -1.328
H  -4.576  -3.152  -1.517


Computed, not measured: C64H66BrN8O2S4Si2Ti as an isolated structure, with ωB97M-V with the def2-TZVPD basis set.

Computed properties:
Relative energy (zero: lowest compared OMol25 entry of this formula, charge and spin), kcal per mole: 116.79
HOMO, eV: -9.396
Net charge: +1

Cartesian coordinates (Å):
Ti  0.319  0.619  1.022
O  -0.709  5.205  -1.852
C  -0.714  4.166  -2.735
C  -0.871  4.462  -4.083
C  -0.864  3.440  -5.019
C  -0.692  2.121  -4.619
C  -0.557  1.834  -3.269
C  -0.585  2.841  -2.317
C  -0.495  2.554  -0.840
O  -0.554  1.217  -0.484
N  0.783  3.108  -0.344
N  1.320  2.229  0.618
C  2.741  2.360  0.588
C  3.493  2.647  1.612
Br  1.730  0.500  3.216
C  4.238  2.937  2.641
C  4.620  4.300  3.051
C  4.159  5.426  2.369
C  4.522  6.694  2.789
C  5.350  6.855  3.893
C  5.812  5.741  4.575
C  5.447  4.470  4.157
H  -0.291  4.931  -1.022
H  -0.981  5.496  -4.379
H  -0.982  3.680  -6.067
H  -0.672  1.326  -5.353
H  -0.436  0.814  -2.920
H  -1.328  3.064  -0.341
H  1.454  3.217  -1.108
H  3.188  2.171  -0.392
H  4.567  2.120  3.277
H  3.510  5.301  1.512
H  4.157  7.561  2.255
H  5.630  7.847  4.221
H  6.455  5.860  5.437
H  5.801  3.600  4.695
C  -0.707  -1.587  3.641
Si  -1.579  -0.004  3.085
C  -3.367  -0.342  2.615
C  -1.705  0.999  4.665
C  -2.242  0.519  5.864
C  -2.295  1.337  6.979
C  -1.812  2.642  6.914
C  -1.275  3.123  5.733
C  -1.226  2.296  4.606
Si  -0.541  2.835  2.971
C  1.009  3.832  3.304
C  -1.714  3.995  2.101
H  -1.481  -2.298  3.948
H  -0.094  -1.341  4.504
H  -0.061  -2.046  2.895
H  -3.670  -1.276  3.100
H  -3.539  -0.417  1.549
H  -3.987  0.470  2.995
H  -2.615  -0.497  5.934
H  -2.706  0.962  7.907
H  -1.851  3.276  7.790
H  -0.890  4.135  5.697
H  0.671  4.815  3.649
H  1.639  3.981  2.435
H  1.600  3.365  4.089
H  -1.839  4.811  2.821
H  -2.683  3.560  1.870
H  -1.283  4.422  1.196
N  1.623  -0.727  0.351
S  2.285  -1.811  -0.333
N  1.485  -3.189  -0.716
S  0.365  -3.296  -1.781
N  -0.849  -2.358  -1.825
S  -1.724  -1.899  -0.455
N  -1.031  -1.190  0.598
C  -2.495  -3.429  0.053
C  -2.168  -3.886  1.315
C  -2.724  -5.076  1.769
C  -3.596  -5.783  0.960
C  -3.916  -5.311  -0.310
C  -3.365  -4.128  -0.772
C  -3.067  -1.130  -1.354
C  -2.826  -0.407  -2.511
C  -3.879  0.233  -3.142
C  -5.162  0.133  -2.625
C  -5.393  -0.588  -1.464
C  -4.342  -1.212  -0.812
C  1.023  -3.166  -3.425
C  1.985  -4.098  -3.794
C  2.502  -4.049  -5.075
C  2.067  -3.071  -5.961
C  1.116  -2.141  -5.573
C  0.576  -2.187  -4.294
C  -0.057  -5.022  -1.704
C  -0.815  -5.512  -2.761
C  -1.089  -6.866  -2.814
C  -0.623  -7.706  -1.810
C  0.117  -7.198  -0.754
C  0.418  -5.843  -0.696
C  3.621  -2.535  0.578
C  4.091  -3.825  0.361
C  5.163  -4.276  1.111
C  5.744  -3.447  2.064
C  5.257  -2.167  2.275
C  4.187  -1.696  1.527
C  3.002  -1.232  -1.863
C  4.059  -1.863  -2.499
C  4.552  -1.315  -3.674
C  3.992  -0.155  -4.194
C  2.936  0.467  -3.544
C  2.438  -0.069  -2.367
H  -1.492  -3.308  1.922
H  -2.477  -5.441  2.758
H  -4.038  -6.703  1.316
H  -4.599  -5.866  -0.939
H  -3.611  -3.756  -1.758
H  -1.825  -0.353  -2.916
H  -3.692  0.810  -4.038
H  -5.985  0.626  -3.126
H  -6.392  -0.659  -1.055
H  -4.523  -1.764  0.101
H  2.310  -4.860  -3.097
H  3.243  -4.773  -5.384
H  2.472  -3.036  -6.963
H  0.782  -1.381  -6.265
H  -0.179  -1.485  -3.973
H  -1.164  -4.846  -3.541
H  -1.664  -7.267  -3.636
H  -0.836  -8.765  -1.856
H  0.475  -7.857  0.025
H  1.006  -5.429  0.110
H  3.614  -4.467  -0.366
H  5.540  -5.278  0.963
H  6.576  -3.809  2.652
H  5.698  -1.536  3.033
H  3.764  -0.714  1.698
H  4.506  -2.757  -2.084
H  5.381  -1.791  -4.179
H  4.389  0.268  -5.107
H  2.499  1.372  -3.945
H  1.631  0.409  -1.825
C  -4.194  4.566  -1.710
N  -5.219  4.075  -0.810
C  -5.087  2.973  -0.049
N  -6.129  2.704  0.773
S  -3.735  1.991  -0.077
H  -4.668  5.040  -2.568
H  -3.596  3.723  -2.051
H  -3.534  5.283  -1.219
H  -5.996  4.688  -0.620
H  -6.990  3.223  0.749
H  -6.064  1.889  1.355


Q: Look up the HOMO of the second one.
A: -9.396 eV